Below is a structure of composition C17H18FeO4, with properties calculated with ωB97M-V/def2-TZVPD.

Its energy above the lowest of the compared OMol25 structures with the same formula, charge and spin is 91.8 kJ/mol. As for the LUMO energy (spin up / spin down): 0.6 / -2.0 eV. As for the total energy: -2222.99049 a.u. The expectation value of S² is 6.101. The charge is 0. As for the multiplicity: 5. The value obtained for the strongest force on any atom is 6.55 eV Å⁻¹. For the highest occupied orbital energy (spin up / spin down), the calculation gives -5.568 / -7.844 eV.

Element x y z (Å)
C: 0.7112 3.3219 -1.5356
C: -0.5258 2.6609 -1.1151
C: -0.9791 2.4362 0.1811
Fe: -2.5846 0.3206 1.2851
C: -1.6969 0.9071 2.7734
O: -0.8424 0.9706 3.5696
C: -1.0346 -0.7582 0.6489
O: -0.4804 -1.7913 0.6850
C: -4.3746 0.9369 1.8174
C: -4.2212 -0.5104 1.7898
C: -3.8644 -0.8711 0.4231
C: -3.8074 0.3440 -0.3533
C: -4.1333 1.4385 0.5032
H: 0.5129 4.3769 -1.7070
H: 1.5357 3.2166 -0.8147
H: 1.0151 2.9021 -2.4956
H: -1.3168 2.6689 -1.8894
H: -0.2751 2.2459 0.9935
H: -1.9580 2.8075 0.4843
H: -4.6952 1.5275 2.6698
H: -4.4187 -1.1970 2.6026
H: -3.7048 -1.8792 0.0505
H: -3.6018 0.4184 -1.4218
H: -4.2490 2.4783 0.1827
C: 4.7250 -3.9265 -0.0044
O: 4.1835 -3.1773 -1.1049
C: 3.3890 -2.0846 -0.9359
C: 2.5290 -1.7682 -2.0240
C: 1.6925 -0.7060 -1.9483
C: 1.4821 -0.0429 -0.6860
O: 0.3682 0.5784 -0.4753
C: 2.5056 -0.2313 0.3153
C: 3.3667 -1.2837 0.2346
H: 4.8507 -4.9404 -0.3864
H: 5.7029 -3.5202 0.2576
H: 4.0540 -3.9395 0.8552
H: 2.5566 -2.4235 -2.8978
H: 1.0354 -0.4331 -2.7735
H: 2.4977 0.4443 1.1801
H: 4.0503 -1.5172 1.0662

***

Below is a structure of composition C17H18N2, with properties calculated with ωB97M-V/def2-TZVPD.

Its energy above the lowest of the compared OMol25 structures with the same formula, charge and spin is 1022.0 kJ/mol. As for the LUMO energy: 0.7 eV. As for the total energy: -767.73364 a.u. The charge is 0. The value obtained for the strongest force on any atom is 15.52 eV Å⁻¹. For the highest occupied orbital energy, the calculation gives -7.353 eV.

Element x y z (Å)
C: 3.5398 1.3389 -0.5966
C: 4.1092 0.3352 0.1584
C: 3.3207 -0.6601 0.4214
C: 1.9473 -0.8987 -0.1298
C: 1.4595 -0.0470 -1.1056
C: 2.1723 1.1393 -1.1876
H: 1.7653 1.8729 -1.7284
H: 0.4252 0.0604 -1.4980
C: 0.9612 -2.0114 0.1696
N: -0.0769 -2.2122 -0.6404
H: 0.1230 -2.3876 -1.4851
C: -1.3762 -2.7552 -0.1937
C: -2.0379 -2.1163 0.7502
C: -2.2559 -0.5060 0.2782
C: -3.1412 -0.3125 -0.9075
N: -3.0656 0.9846 -1.0200
C: -2.0001 1.4326 -0.3145
C: -1.5679 2.8350 -0.2922
C: -0.4363 3.2991 0.4716
C: -0.1014 2.2833 1.5577
C: -0.6184 0.9502 1.3621
C: -1.6789 0.7039 0.6876
H: -0.2061 0.3474 2.2204
H: 0.6395 2.5651 2.3134
H: -0.1221 4.3570 0.3126
H: -1.8179 3.6506 -1.0791
H: -3.5026 1.2917 -1.8763
H: -3.8022 -0.7685 -1.3111
H: -3.0953 -2.4506 1.1981
H: -1.4845 -1.8515 1.8725
H: -1.0003 -3.6766 0.3857
H: -1.9506 -3.1338 -1.0599
H: 0.6578 -1.8171 1.2921
H: 1.6055 -3.0828 0.2953
H: 3.4954 -1.5891 1.1151
H: 4.9822 0.6267 0.6370
H: 4.1345 2.2033 -1.0732

***

Below is the molecule C17H18N2O2, with properties calculated with ωB97M-V/def2-TZVPD.

Its energy above the lowest of the compared OMol25 structures with the same formula, charge and spin is 229.6 kJ/mol. As for the LUMO energy: 0.9 eV. As for the total energy: -918.56888 a.u. Its SMILES is N/C(=N\OC(=O)CCCc1ccccc1)c1ccccc1. The charge is 0. The value obtained for the strongest force on any atom is 1.34 eV Å⁻¹. For the highest occupied orbital energy, the calculation gives -9.049 eV.

Element x y z (Å)
N: -2.2677 0.6184 1.2441
C: -2.9166 -0.0161 0.2317
N: -2.4549 -0.8202 -0.6479
O: -1.1125 -1.2340 -0.7139
C: -0.3595 -1.6024 0.3096
O: -0.6627 -1.5471 1.4814
C: 0.9826 -2.0795 -0.1971
C: 2.0146 -0.9617 -0.0124
H: 1.7012 -0.0806 -0.5769
H: 2.0633 -0.6863 1.0434
C: 3.4042 -1.3980 -0.4888
C: 4.3914 -0.2814 -0.3009
C: 4.5617 0.6830 -1.2860
C: 5.4424 1.7335 -1.1008
C: 6.1643 1.8348 0.0762
C: 5.9998 0.8805 1.0654
C: 5.1177 -0.1687 0.8774
H: 4.9936 -0.9121 1.6523
H: 6.5609 0.9533 1.9857
H: 6.8535 2.6536 0.2213
H: 5.5669 2.4746 -1.8770
H: 4.0018 0.6067 -2.2076
H: 3.3501 -1.6741 -1.5438
H: 3.7200 -2.2750 0.0797
H: 0.8965 -2.3455 -1.2499
H: 1.2790 -2.9536 0.3843
C: -4.3462 0.3175 0.0341
C: -5.2199 -0.6430 -0.4668
C: -6.5579 -0.3439 -0.6414
C: -7.0371 0.9171 -0.3248
C: -6.1699 1.8812 0.1603
C: -4.8307 1.5852 0.3422
H: -4.1588 2.3534 0.6974
H: -6.5363 2.8694 0.3963
H: -8.0827 1.1503 -0.4607
H: -7.2310 -1.0959 -1.0256
H: -4.8313 -1.6178 -0.7128
H: -2.8478 1.0635 1.9375
H: -1.4417 0.1608 1.6146

***

Below is the molecule C17H18N4O2S, with properties calculated with ωB97M-V/def2-TZVPD.

Its energy above the lowest of the compared OMol25 structures with the same formula, charge and spin is 229.0 kJ/mol. As for the LUMO energy: 0.4 eV. As for the total energy: -1426.27788 a.u. Its SMILES is Cc1ccc(-n2c(SCC(=O)N(C)C)nnc2-c2ccco2)cc1. The charge is 0. The value obtained for the strongest force on any atom is 1.53 eV Å⁻¹. For the highest occupied orbital energy, the calculation gives -7.856 eV.

Element x y z (Å)
C: -3.5656 -4.2345 0.5565
C: -2.7152 -3.0339 0.2777
C: -2.4804 -2.0763 1.2562
C: -1.7038 -0.9644 0.9919
C: -1.1583 -0.7939 -0.2734
C: -1.3763 -1.7452 -1.2614
C: -2.1494 -2.8540 -0.9799
H: -2.3198 -3.5916 -1.7501
H: -0.9426 -1.6098 -2.2405
N: -0.3548 0.3289 -0.5446
C: 0.9475 0.3309 -0.9732
N: 1.4106 1.5481 -1.0468
N: 0.4323 2.3772 -0.6839
C: -0.6294 1.6688 -0.3820
C: -1.8922 2.2288 -0.0054
C: -2.2096 3.5379 0.2600
C: -3.5904 3.5506 0.5491
C: -4.0121 2.2603 0.4367
O: -2.9948 1.4511 0.1022
H: -4.9735 1.8035 0.5638
H: -4.1874 4.4018 0.8040
H: -1.5274 4.3610 0.2424
S: 1.8118 -1.1316 -1.3239
C: 3.5169 -0.5143 -1.1811
H: 4.1527 -1.3902 -1.3211
C: 3.8560 0.2115 0.1158
O: 4.4365 1.2748 0.0605
N: 3.5249 -0.3745 1.2878
C: 3.7286 0.3703 2.5107
H: 4.0515 1.3751 2.2472
H: 4.4946 -0.1051 3.1280
H: 2.7950 0.4209 3.0745
C: 2.9965 -1.7042 1.4639
H: 3.4400 -2.1375 2.3626
H: 3.2404 -2.3448 0.6207
H: 1.9088 -1.6910 1.5892
H: 3.6841 0.1939 -1.9922
H: -1.5182 -0.2291 1.7612
H: -2.9052 -2.2024 2.2414
H: -3.7928 -4.3156 1.6162
H: -4.5044 -4.1634 0.0076
H: -3.0612 -5.1434 0.2338

***

Below is the molecule C17H18N4O3S2, with properties calculated with ωB97M-V/def2-TZVPD.

Its energy above the lowest of the compared OMol25 structures with the same formula, charge and spin is 101.8 kJ/mol. As for the LUMO energy: 0.5 eV. As for the total energy: -1899.73642 a.u. Its SMILES is CCOc1ccc(NC(=O)CSc2nnc(Cc3csc(C)n3)o2)cc1. The charge is 0. The value obtained for the strongest force on any atom is 1.40 eV Å⁻¹. For the highest occupied orbital energy, the calculation gives -7.813 eV.

Element x y z (Å)
C: 4.8538 4.7870 0.5757
C: 3.8393 3.7195 0.1965
O: 4.4431 2.4596 0.4090
C: 3.7342 1.3324 0.1322
C: 4.3978 0.1239 0.3532
C: 3.7814 -1.0831 0.1067
C: 2.4728 -1.1084 -0.3702
C: 1.8077 0.0927 -0.5900
C: 2.4268 1.3046 -0.3432
H: 1.8795 2.2158 -0.5262
H: 0.7916 0.0779 -0.9586
N: 1.7739 -2.2905 -0.6484
C: 2.1543 -3.5661 -0.4305
O: 3.2187 -3.9390 0.0100
C: 1.0665 -4.5729 -0.8260
H: 0.5407 -4.2820 -1.7333
H: 1.5236 -5.5552 -0.9391
S: -0.1837 -4.7999 0.4892
C: -1.1748 -3.4226 0.2078
N: -1.0202 -2.4837 -0.6803
N: -2.0400 -1.6141 -0.5065
C: -2.7657 -2.0551 0.4618
O: -2.2674 -3.2184 0.9689
C: -3.9943 -1.4751 1.0454
C: -4.3055 -0.1117 0.5121
C: -3.4208 0.8864 0.2473
S: -4.2422 2.2816 -0.3276
C: -5.7547 1.4043 -0.1572
N: -5.6069 0.2075 0.2788
C: -7.0511 2.0309 -0.4990
H: -7.8538 1.3315 -0.2828
H: -7.1974 2.9419 0.0792
H: -7.0777 2.2946 -1.5554
H: -2.3552 0.8771 0.3378
H: -4.8440 -2.1290 0.8293
H: -3.8787 -1.4453 2.1346
H: 0.8162 -2.1450 -0.9709
H: 4.3040 -2.0081 0.2824
H: 5.4101 0.1581 0.7227
H: 2.9375 3.8166 0.8176
H: 3.5519 3.8276 -0.8590
H: 4.4267 5.7744 0.4250
H: 5.7450 4.6849 -0.0374
H: 5.1372 4.6746 1.6185